Entry 1:
Density functional theory data (wB97M-V/def2-TZVPD) for a 2-piece molecular cluster, C2H3N2O3 overall in a non-equilibrium geometry.

Structure (XYZ):
```
10
Properties=species:S:1:pos:R:3
C -1.14550 2.34219 3.36871
C -0.20858 -0.06457 -0.07943
N -0.52834 1.40995 1.71447
N -1.08317 0.76446 0.70318
O -0.20228 2.96579 3.59145
O -2.29585 2.10293 3.50978
O 0.72440 1.50524 1.92761
H 0.81871 -0.21143 0.30950
H -0.73301 -0.91105 -0.41549
H -0.16240 0.66889 -1.03410
```

Relative energy (zero: lowest compared OMol25 entry of this formula, charge and spin) in kcal/mol: 71.4
E in a.u.: -413.207355
Charge: -1
HOMO energy (spin up / spin down) in eV: -3.8488 / -3.8493
Kohn-Sham gap (spin up / spin down) in eV: 8.106 / 8.106

---

Entry 2:
Density functional theory data (wB97M-V/def2-TZVPD) for one molecule with the formula C15H11ClN2O5S2 in a non-equilibrium geometry.

Structure (XYZ):
```
36
Properties=species:S:1:pos:R:3
N 2.99566 1.71217 1.77132
C 2.97279 2.47912 0.66864
O 3.77464 2.39739 -0.23460
C 1.87390 3.53974 0.63539
S 0.22845 2.85049 1.03532
C 0.30651 1.43923 0.02206
O 0.29466 1.55764 -1.32610
C 0.34587 0.29253 -1.78791
C 0.37949 0.02220 -3.18992
C 0.47014 -1.18084 -3.85273
C 0.47348 -0.86372 -5.22422
C 0.38482 0.49744 -5.29582
O 0.32666 1.03898 -4.07653
N 0.37114 -0.60496 -0.83717
C 0.35898 0.10415 0.32127
S 0.47506 -0.65816 1.92823
O 1.46688 -1.69002 1.88493
O 0.67122 0.41298 2.87537
C -1.15307 -1.35917 2.14256
C -1.39176 -2.65198 1.71805
C -2.66788 -3.17505 1.82903
C -3.68015 -2.38501 2.36012
Cl -5.26968 -3.03151 2.50047
C -3.43524 -1.08398 2.78230
C -2.15677 -0.56756 2.66736
H 2.20800 1.64032 2.40328
H 3.66356 0.95765 1.80027
H 1.84425 3.99995 -0.35227
H 2.05965 4.30105 1.39252
H 0.52976 -2.14479 -3.39387
H 0.53455 -1.54809 -6.04474
H 0.35658 1.16836 -6.13185
H -0.57437 -3.22858 1.31582
H -2.88135 -4.18283 1.50993
H -4.23556 -0.48968 3.19376
H -1.92084 0.43451 2.98975
```

E in a.u.: -2320.469109
Charge: 0
HOMO energy in eV: -8.5492
SMILES: NC(=O)CSc1oc(-c2ccco2)nc1S(=O)(=O)c1ccc(Cl)cc1
Kohn-Sham gap in eV: 8.437

---

Entry 3:
Density functional theory data (wB97M-V/def2-TZVPD) for one molecule with the formula C3H3N3O2 in a non-equilibrium geometry.

Structure (XYZ):
```
11
Properties=species:S:1:pos:R:3
H 1.04688 -2.58172 1.62050
N 1.47392 -1.72668 1.63586
C 0.92703 -0.93573 0.84088
N 1.65774 0.35100 0.51422
N 0.98500 1.16347 -0.19628
C -0.38923 1.09058 -0.53631
O -0.87382 2.35738 -0.93171
C -0.96707 -0.16426 -0.60875
O -0.16617 -1.13570 0.12776
H -1.63730 2.10439 -1.72355
H -2.05698 -0.52272 -0.74264
```

Relative energy (zero: lowest compared OMol25 entry of this formula, charge and spin) in kcal/mol: 127.6
E in a.u.: -430.717685
Charge: 0
HOMO energy in eV: -9.4093
SMILES: [H]/N=c1/nnc(O)co1
Kohn-Sham gap in eV: 8.474

---

Entry 4:
Density functional theory data (wB97M-V/def2-TZVPD) for C19H40IInNO8 as an isolated structure.

Structure (XYZ):
```
70
Properties=species:S:1:pos:R:3
C 9.85652 1.09785 -3.72760
C 8.57906 0.26067 -3.91258
C 8.52554 -0.34100 -5.29347
O 8.91098 -1.46814 -5.50411
O 8.11301 0.44750 -6.30716
C 6.75767 1.00658 -6.13435
C 6.76156 2.42377 -5.58060
In 5.23284 2.83166 -4.01087
I 4.13109 5.36823 -4.49352
C 3.66530 1.28472 -3.78077
C 3.22044 0.58288 -5.04811
N 2.17411 -0.43958 -4.74933
H 10.64090 0.75913 -4.40761
H 10.23919 1.00435 -2.71186
H 9.67781 2.15216 -3.93764
H 7.69836 0.86205 -3.68739
H 8.59054 -0.57582 -3.21339
H 6.20034 0.29375 -5.52537
H 6.36932 1.01954 -7.15200
H 7.73147 2.60146 -5.11318
H 6.64197 3.15969 -6.37731
H 6.11292 2.93628 -2.45924
H 2.78694 1.75627 -3.32923
H 3.99780 0.51050 -3.08148
H 2.80900 1.29941 -5.76793
H 4.03155 0.02380 -5.51820
H 1.26499 -0.00803 -4.65820
H 2.14924 -1.16183 -5.45596
O -0.23153 2.40285 -1.41735
C -0.05571 1.41328 -0.76266
O 0.96927 0.59713 -1.07646
C 1.36035 -0.51194 -0.27374
C 0.53274 -1.74676 -0.56866
C -0.99533 1.01385 0.35258
H 1.34458 -0.24776 0.78594
H 2.40022 -0.69092 -0.54246
H -0.52107 -1.59460 -0.33070
H 0.89757 -2.59544 0.01240
H 0.60369 -1.98994 -1.62888
H -1.85372 0.49545 -0.07230
H -1.34186 1.92094 0.84219
H -0.54656 0.37741 1.11083
O -3.65306 -1.24358 0.59954
C -4.13311 -1.16309 1.69655
O -3.55903 -0.31435 2.57977
C -4.15576 -0.00333 3.84127
C -3.81655 -1.02648 4.90581
C -5.29875 -2.00797 2.14482
H -5.23244 0.13316 3.73646
H -3.73656 0.96481 4.11285
H -4.20923 -2.01175 4.65376
H -4.23647 -0.72412 5.86630
H -2.73503 -1.11846 5.00944
H -4.91488 -2.98451 2.44310
H -5.96774 -2.13954 1.29838
H -5.87798 -1.57647 2.96057
O -7.80223 -1.11853 3.58899
C -8.12406 -1.01151 4.74197
O -7.38318 -0.21542 5.53528
C -7.74921 0.10856 6.88077
C -7.29902 -0.95105 7.86430
C -9.27277 -1.79748 5.32545
H -8.81930 0.30837 6.94850
H -7.23982 1.04842 7.08541
H -7.77968 -1.91037 7.67195
H -7.53738 -0.64636 8.88337
H -6.22222 -1.10121 7.78729
H -8.91464 -2.79548 5.57563
H -10.04153 -1.88435 4.56224
H -9.72147 -1.34935 6.20792
```

Relative energy (zero: lowest compared OMol25 entry of this formula, charge and spin) in kcal/mol: 0.0
E in a.u.: -1892.509158
Charge: -1
HOMO energy in eV: -4.7527
Kohn-Sham gap in eV: 5.977